# 1
Molecular formula: C36H62Cl2F10N17O13S
Method: DFT, the ωB97M-V functional and the def2-TZVPD basis

**E_tot**: -5634.7182 Ha
**Gap between HOMO and LUMO**: 6.52 eV
**LUMO energy**: -4.06 eV
**Net charge**: +1
**HOMO energy**: -10.578 eV

Each atom is followed by the atoms it is bonded to, with distances in Å.
CARTESIAN COORDINATES (ANGSTROEM)
1 C 0.35 -2.08 2.44  C2 1.597, H52 1.113, H53 1.115, H54 1.126
2 C -0.95 -1.98 1.52  C1 1.597, C3 1.608, H55 1.124, H56 1.109
3 C -1.08 -0.45 1.03  C2 1.608, C4 1.577, H57 1.124, H58 1.112
4 C -1.87 -0.30 -0.33  C3 1.577, Cl5 1.860, O6 1.413, C30 1.616
5 Cl -3.28 -1.46 -0.02  C4 1.860
6 O -1.15 -1.05 -1.28  C4 1.413, C7 1.406
7 C -0.28 -0.47 -2.22  O6 1.406, C8 1.587, O11 1.455, C14 1.611
8 C 0.99 -1.42 -2.18  C7 1.587, C9 1.583, H59 1.112, H60 1.131
9 C 1.45 -1.91 -0.75  C8 1.583, F10 1.447, H61 1.104, H62 1.116
10 F 2.76 -2.48 -1.01  C9 1.447
11 O -0.92 -0.77 -3.49  C7 1.455, N12 1.367
12 N -0.11 -1.21 -4.50  O11 1.367, O13 1.172
13 O -0.40 -2.27 -4.91  N12 1.172
14 C 0.02 1.10 -2.03  C7 1.611, C15 1.564, N19 1.444, N23 1.591
15 C 0.74 1.61 -3.32  C14 1.564, C16 1.544, H63 1.128, H64 1.129
16 C 0.15 1.79 -4.74  C15 1.544, O17 1.183, Cl18 1.852
17 O -0.82 1.41 -5.30  C16 1.183
18 Cl 1.28 2.74 -5.86  C16 1.852
19 N 1.03 1.10 -0.99  C14 1.444, C20 1.288
20 C 2.28 1.41 -1.13  N19 1.288, C21 1.598, C22 1.570
21 C 2.79 2.92 -1.01  C20 1.598, H65 1.120, H66 1.127, H67 1.120
22 C 3.53 0.47 -1.27  C20 1.570, H68 1.124, H69 1.112, H70 1.140
23 N -1.23 1.94 -1.51  C14 1.591, S24 1.859, C25 1.504, C30 1.550
24 S -0.43 2.93 -0.16  N23 1.859, H71 1.356
25 C -1.59 3.16 -2.31  N23 1.504, O26 1.408, H72 1.129, H73 1.135
26 O -2.26 3.09 -3.54  C25 1.408, C27 1.408
27 C -2.11 4.27 -4.30  O26 1.408, C28 1.559, O29 1.204
28 C -2.20 5.72 -3.74  C27 1.559, H74 1.127, H75 1.124, H76 1.113
29 O -1.87 4.13 -5.48  C27 1.204
30 C -2.36 1.18 -0.77  C4 1.616, N23 1.550, C31 1.583, C39 1.607
31 C -2.81 1.77 0.63  C30 1.583, C32 1.549, H77 1.121, H78 1.136
32 C -3.73 2.99 0.90  C31 1.549, C33 1.550, H79 1.136, H80 1.124
33 C -3.21 4.44 0.78  C32 1.550, C34 1.488, C38 1.475
34 C -3.84 5.31 -0.25  C33 1.488, C35 1.464, H81 1.120
35 C -3.46 6.70 -0.49  C34 1.464, C36 1.468, H82 1.117
36 C -2.39 7.31 0.32  C35 1.468, C37 1.469, H83 1.110
37 C -1.79 6.48 1.37  C36 1.469, C38 1.482, H84 1.118
38 C -2.17 5.07 1.63  C33 1.475, C37 1.482, H85 1.111
39 C -3.75 1.13 -1.58  C30 1.607, F40 1.406, F41 1.415, C42 1.557
40 F -4.84 0.80 -0.75  C39 1.406
41 F -4.24 2.44 -1.82  C39 1.415
42 C -4.05 0.34 -2.88  C39 1.557, F43 1.427, F44 1.383, C45 1.572
43 F -5.19 1.04 -3.38  C42 1.427
44 F -3.24 0.57 -3.98  C42 1.383
45 C -4.60 -1.13 -3.03  C42 1.572, F46 1.406, F47 1.373, C48 1.583
46 F -5.49 -1.12 -4.11  C45 1.406
47 F -5.47 -1.57 -2.06  C45 1.373
48 C -3.68 -2.31 -3.55  C45 1.583, F49 1.364, F50 1.339, F51 1.392
49 F -3.21 -2.11 -4.81  C48 1.364
50 F -2.80 -2.86 -2.71  C48 1.339
51 F -4.60 -3.34 -3.76  C48 1.392
52 H 0.04 -1.92 3.49  C1 1.113
53 H 1.14 -1.35 2.15  C1 1.115
54 H 0.74 -3.13 2.39  C1 1.126
55 H -1.79 -2.25 2.22  C2 1.124
56 H -0.92 -2.72 0.69  C2 1.109
57 H -1.60 -0.05 1.94  C3 1.124
58 H -0.05 -0.05 1.06  C3 1.112
59 H 1.83 -1.10 -2.83  C8 1.112
60 H 0.71 -2.44 -2.57  C8 1.131
61 H 1.62 -1.12 0.00  C9 1.104
62 H 0.88 -2.80 -0.39  C9 1.116
63 H 1.12 2.65 -3.11  C15 1.128
64 H 1.59 0.91 -3.55  C15 1.129
65 H 2.04 3.64 -1.44  C21 1.120
66 H 3.73 3.06 -1.61  C21 1.127
67 H 3.05 3.18 0.04  C21 1.120
68 H 3.50 -0.21 -0.37  C22 1.124
69 H 3.59 -0.06 -2.25  C22 1.112
70 H 4.51 1.03 -1.16  C22 1.140
71 H -0.63 4.26 -0.34  S24 1.356
72 H -0.70 3.84 -2.45  C25 1.129
73 H -2.25 3.79 -1.64  C25 1.135
74 H -1.93 5.76 -2.65  C28 1.127
75 H -1.39 6.30 -4.26  C28 1.124
76 H -3.16 6.23 -3.95  C28 1.113
77 H -2.06 1.85 1.45  C31 1.121
78 H -3.39 0.92 1.11  C31 1.136
79 H -3.99 2.91 2.00  C32 1.136
80 H -4.77 2.98 0.45  C32 1.124
81 H -4.64 4.86 -0.89  C34 1.120
82 H -3.99 7.23 -1.32  C35 1.117
83 H -2.10 8.35 0.09  C36 1.110
84 H -0.99 6.96 1.98  C37 1.118
85 H -1.69 4.48 2.44  C38 1.111
86 C 2.83 -5.41 3.40  O87 1.227, N88 1.358, N89 1.359
87 O 2.11 -4.61 3.99  C86 1.227
88 N 3.99 -5.04 2.80  C86 1.358, H90 1.002, H91 1.004
89 N 2.53 -6.73 3.29  C86 1.359, H92 1.004, H93 1.003
90 H 4.59 -5.67 2.31  N88 1.002
91 H 4.25 -4.07 2.86  N88 1.004
92 H 1.68 -7.04 3.72  N89 1.004
93 H 3.11 -7.39 2.80  N89 1.003
94 C -1.98 0.07 5.00  O95 1.227, N96 1.367, N97 1.356
95 O -0.92 0.17 4.39  C94 1.227
96 N -3.13 -0.35 4.39  C94 1.367, H98 1.003, H99 1.004
97 N -2.11 0.36 6.31  C94 1.356, H100 1.015, H101 1.004
98 H -4.01 -0.44 4.87  N96 1.003
99 H -3.09 -0.58 3.41  N96 1.004
100 H -1.27 0.67 6.80  N97 1.015
101 H -2.97 0.28 6.82  N97 1.004
102 C 0.44 2.98 6.68  O103 1.221, N104 1.360, N105 1.362
103 O 0.32 1.83 7.09  C102 1.221
104 N 1.62 3.64 6.68  C102 1.360, H106 1.002, H107 1.005
105 N -0.62 3.69 6.19  C102 1.362, H108 1.005, H109 1.002
106 H 1.74 4.58 6.36  N104 1.002
107 H 2.42 3.14 7.04  N104 1.005
108 H -1.51 3.23 6.18  N105 1.005
109 H -0.55 4.63 5.86  N105 1.002
110 C -1.10 -2.24 9.17  O111 1.223, N112 1.360, N113 1.362
111 O -2.27 -2.38 8.85  C110 1.223
112 N -0.17 -1.68 8.34  C110 1.360, H114 1.002, H115 1.005
113 N -0.62 -2.63 10.38  C110 1.362, H116 1.004, H117 1.002
114 H 0.79 -1.56 8.58  N112 1.002
115 H -0.49 -1.38 7.44  N112 1.005
116 H -1.28 -3.05 11.02  N113 1.004
117 H 0.33 -2.53 10.67  N113 1.002
118 C 6.58 1.88 -3.10  O119 1.228, N120 1.357, N121 1.359
119 O 5.73 2.23 -2.28  C118 1.228
120 N 7.81 1.44 -2.72  C118 1.357, H122 1.003, H123 1.005
121 N 6.37 1.92 -4.44  C118 1.359, H124 1.005, H125 1.003
122 H 8.52 1.15 -3.37  N120 1.003
123 H 8.01 1.41 -1.74  N120 1.005
124 H 5.47 2.24 -4.75  N121 1.005
125 H 7.05 1.64 -5.12  N121 1.003
126 C 4.24 -6.45 -0.60  O127 1.225, N128 1.361, N129 1.359
127 O 4.00 -6.58 0.60  C126 1.225
128 N 3.86 -5.36 -1.31  C126 1.361, H130 1.003, H131 1.006
129 N 4.92 -7.39 -1.31  C126 1.359, H132 1.004, H133 1.003
130 H 4.05 -5.23 -2.28  N128 1.003
131 H 3.35 -4.64 -0.81  N128 1.006
132 H 5.22 -8.21 -0.82  N129 1.004
133 H 5.13 -7.30 -2.29  N129 1.003
134 C 0.65 -6.48 -5.95  O135 1.219, N136 1.362, N137 1.364
135 O 1.28 -7.52 -6.01  C134 1.219
136 N 0.27 -5.79 -7.06  C134 1.362, H138 1.003, H139 1.004
137 N 0.29 -5.91 -4.77  C134 1.364, H140 1.004, H141 1.003
138 H -0.25 -4.93 -7.04  N136 1.003
139 H 0.52 -6.19 -7.95  N136 1.004
140 H 0.55 -6.38 -3.93  N137 1.004
141 H -0.23 -5.05 -4.70  N137 1.003

***

# 2
Molecular formula: C5H12O2
Method: DFT, the ωB97M-V functional and the def2-TZVPD basis

**E_tot**: -348.1133 Ha
**Gap between HOMO and LUMO**: 10.18 eV
**SMILES**: C=CCC=C.O.O
**LUMO energy**: 0.84 eV
**Net charge**: 0
**HOMO energy**: -9.346 eV
**ΔE to the lowest compared entry with this formula, charge and spin**: 240.29 kJ/mol

Each atom is followed by the atoms it is bonded to, with distances in Å.
CARTESIAN COORDINATES (ANGSTROEM)
1 C -0.20 -0.38 -0.83  C2 1.324, C3 1.489, H6 1.084
2 C -0.58 0.21 0.29  C1 1.324, H7 1.091, H8 1.089
3 C 0.71 -1.55 -0.90  C1 1.489, C4 1.514, H9 1.080, H10 1.081
4 C 0.72 -2.22 -2.26  C3 1.514, C5 1.321, H11 1.088
5 C 0.17 -1.88 -3.41  C4 1.321, H12 1.082, H13 1.069
6 H -0.80 -0.14 -1.70  C1 1.084
7 H -1.25 1.08 0.27  C2 1.091
8 H -0.18 0.02 1.29  C2 1.089
9 H 1.74 -1.24 -0.78  C3 1.080
10 H 0.39 -2.23 -0.13  C3 1.081
11 H 1.39 -3.08 -2.29  C4 1.088
12 H 0.47 -2.46 -4.27  C5 1.082
13 H -0.55 -1.11 -3.61  C5 1.069
14 H -2.53 2.73 2.52  O16 0.955
15 H -2.54 4.26 3.01  O16 0.959
16 O -2.07 3.42 3.00  H14 0.955, H15 0.959
17 H 1.31 1.83 3.93  O19 0.957
18 H 2.32 1.46 2.72  O19 0.953
19 O 1.48 1.31 3.14  H17 0.957, H18 0.953